Record 1
43
Properties=species:S:1:pos:R:3 method="wB97M-V/def2-TZVPD" max_force_ev_per_a=1.899 multiplicity=1 e_homo_ev=-11.58 lumo_energy_ev=-2.8 charge=+1 e_above_lowest_kj_mol=0.00 homo_lumo_gap_ev=8.81
N -6.705 2.629 2.196
C -6.664 2.599 1.046
O -6.533 2.635 -0.255
O -6.768 1.288 -0.786
S -5.261 0.557 -0.840
O -5.616 -0.805 -1.098
O -4.839 1.169 -2.326
P -3.406 1.906 -2.560
O -2.673 1.888 -1.146
O -2.626 0.812 -3.419
S -3.517 3.597 -3.391
H -1.910 1.291 -1.124
H -2.762 -0.090 -3.083
C 0.065 -1.265 -0.805
C 0.751 -1.362 0.542
N 2.228 -1.669 0.493
C 2.412 -3.009 -0.158
C 2.752 -1.839 1.905
C 2.732 -0.628 2.824
C 3.037 -0.692 -0.336
C 2.952 0.794 -0.045
O 1.642 1.277 -0.237
C 1.305 2.428 0.538
H 0.056 -2.212 -1.343
H -0.975 -0.993 -0.624
H 0.502 -0.501 -1.443
H 0.306 -2.165 1.132
H 0.632 -0.440 1.098
H 1.808 -3.739 0.373
H 3.463 -3.280 -0.101
H 2.110 -2.953 -1.197
H 3.770 -2.212 1.800
H 2.144 -2.637 2.329
H 3.599 0.011 2.678
H 2.788 -0.990 3.850
H 1.826 -0.032 2.742
H 2.734 -0.864 -1.366
H 4.073 -1.013 -0.230
H 3.623 1.267 -0.772
H 3.330 1.047 0.944
H 2.193 2.978 0.850
H 0.734 2.135 1.424
H 0.689 3.081 -0.077

Record 2
39
Properties=species:S:1:pos:R:3 method="wB97M-V/def2-TZVPD" max_force_ev_per_a=4.571 multiplicity=2 e_homo_ev="-11.22 / -11.22" lumo_energy_ev="-5.8 / -6.3" charge=+1 homo_lumo_gap_ev="5.39 / 4.93"
Y 3.429 -3.044 0.235
O 1.786 -1.884 -0.667
H 1.236 -1.165 -1.034
C -0.468 0.306 3.106
O -1.382 0.565 3.867
N 0.724 0.955 3.100
C 1.074 1.977 4.096
C 1.756 0.749 2.127
H -0.460 -0.484 2.340
H 1.837 1.694 4.822
H 0.220 2.446 4.585
H 1.595 2.839 3.680
H 1.457 -0.056 1.455
H 1.915 1.633 1.509
H 2.740 0.465 2.501
C -1.650 -2.060 0.240
O -2.308 -1.230 0.832
N -2.189 -2.881 -0.687
C -1.472 -3.961 -1.340
C -3.632 -2.893 -0.886
H -0.554 -2.149 0.289
H -0.413 -3.743 -1.201
H -1.705 -4.088 -2.397
H -1.806 -4.915 -0.934
H -3.861 -2.667 -1.928
H -4.153 -3.837 -0.729
H -4.153 -2.134 -0.303
C 1.793 3.678 -1.703
O 2.631 3.578 -0.808
N 0.954 2.680 -2.125
C -0.054 2.797 -3.115
C 1.147 1.251 -1.754
H 1.555 4.647 -2.169
H -0.952 2.299 -2.748
H 0.224 2.241 -4.010
H -0.358 3.812 -3.368
H 1.983 1.157 -1.062
H 0.271 0.868 -1.230
H 1.242 0.555 -2.588

Record 3
36
Properties=species:S:1:pos:R:3 method="wB97M-V/def2-TZVPD" max_force_ev_per_a=4.750 multiplicity=1 e_homo_ev=-15.60 lumo_energy_ev=-5.7 charge=+2 e_above_lowest_kj_mol=260.61 homo_lumo_gap_ev=9.85
C 2.359 2.170 1.250
C 0.008 0.653 2.138
C 3.687 2.969 1.190
C -0.150 -1.459 -2.414
C -2.108 -2.779 -2.989
C 2.402 1.223 2.434
C 1.280 0.107 2.225
C -2.241 -1.321 -0.976
C -1.562 -0.877 0.318
N -0.908 1.270 2.556
N -1.373 -2.118 -1.842
N -0.467 -0.022 0.122
N -0.960 1.223 -0.395
O 1.482 2.195 0.426
H 4.278 2.070 1.006
H 3.520 3.669 0.442
H 3.900 3.457 2.170
H 0.189 -0.883 -1.637
H 0.409 -2.267 -2.882
H -0.378 -0.780 -3.327
H -2.451 -2.006 -3.732
H -1.347 -3.491 -3.471
H -2.937 -3.461 -2.587
H 2.141 1.736 3.323
H 3.373 0.809 2.508
H 1.720 -0.494 1.395
H 1.347 -0.377 3.204
H -2.634 -0.433 -1.457
H -3.141 -1.914 -0.800
H -2.289 -0.423 1.078
H -1.225 -1.892 0.782
H -1.746 1.721 2.875
H -0.993 -2.766 -1.208
H -1.566 1.642 0.250
H -1.451 1.058 -1.347
H -0.168 1.794 -0.628

Record 4
36
Properties=species:S:1:pos:R:3 method="wB97M-V/def2-TZVPD" max_force_ev_per_a=1.167 multiplicity=1 e_homo_ev=-8.31 smiles="CC[C@H](C)B(CCCCCN)[PH2]=S" lumo_energy_ev=-0.3 charge=0 homo_lumo_gap_ev=7.99
C 3.370 1.528 0.456
C 3.413 0.063 0.861
C 2.705 -0.923 -0.077
C 3.317 -0.925 -1.487
B 1.147 -0.763 -0.111
C 0.431 0.371 -0.942
C -1.040 0.133 -1.397
C -2.104 0.867 -0.569
C -3.032 -0.027 0.293
C -4.494 0.461 0.360
N -4.828 1.248 1.558
P 0.109 -2.085 0.887
S 1.142 -3.255 2.073
H 3.757 2.128 1.274
H 3.984 1.738 -0.415
H 2.369 1.893 0.251
H 3.043 -0.058 1.876
H 4.463 -0.228 0.894
H 2.899 -1.914 0.337
H 4.379 -1.135 -1.388
H 3.142 -0.001 -2.026
H 2.893 -1.755 -2.047
H 1.044 0.545 -1.824
H 0.432 1.304 -0.383
H -1.103 0.538 -2.403
H -1.272 -0.925 -1.484
H -1.630 1.592 0.088
H -2.736 1.451 -1.232
H -2.657 -0.024 1.311
H -2.980 -1.042 -0.090
H -4.728 1.070 -0.506
H -5.132 -0.416 0.386
H -4.236 2.074 1.588
H -4.601 0.707 2.386
H -0.573 -2.825 -0.106
H -0.891 -1.409 1.606

Record 5
45
Properties=species:S:1:pos:R:3 method="wB97M-V/def2-TZVPD" max_force_ev_per_a=9.418 multiplicity=1 e_homo_ev=-11.66 lumo_energy_ev=-4.0 charge=+1 e_above_lowest_kj_mol=231.76 homo_lumo_gap_ev=7.68
C 3.651 -3.480 0.038
C 3.581 -2.168 -0.780
O 2.583 -1.328 -0.122
P 2.638 0.163 -0.818
O 2.188 -0.055 -2.211
C 1.381 1.244 0.012
C 0.147 1.535 -0.969
C -1.177 2.045 -0.180
B -2.327 0.847 0.037
C -3.047 1.143 1.501
C -3.499 -0.145 2.155
O -2.741 -0.801 2.798
O -4.783 -0.558 2.048
P -3.738 0.931 -1.304
P -4.784 -0.929 -1.413
O -3.946 -2.070 -0.947
O -5.204 -1.187 -2.961
O -6.195 -0.873 -0.651
O 4.119 0.774 -0.874
C 4.503 1.587 0.268
C 4.230 0.955 1.665
H 2.633 -3.800 0.307
H 4.221 -3.327 0.964
H 4.116 -4.278 -0.555
H 3.258 -2.404 -1.801
H 4.591 -1.743 -0.776
H 0.979 0.662 0.869
H 1.801 2.155 0.451
H 0.388 2.267 -1.741
H -0.119 0.524 -1.426
H -0.940 2.557 0.758
H -1.646 2.788 -0.846
H -1.826 -0.223 0.093
H -3.893 1.823 1.323
H -2.353 1.626 2.201
H -4.760 -1.524 2.138
H -4.676 1.892 -0.848
H -4.504 -0.885 -3.558
H -6.332 -1.717 -0.191
H 5.590 1.714 0.186
H 4.098 2.608 0.190
H 3.984 -0.112 1.640
H 3.463 1.558 2.173
H 5.145 1.061 2.264
Sr -0.798 -0.852 -1.108

Record 6
42
Properties=species:S:1:pos:R:3 method="wB97M-V/def2-TZVPD" max_force_ev_per_a=4.995 multiplicity=1 e_homo_ev=-18.89 lumo_energy_ev=-16.8 charge=+4 e_above_lowest_kj_mol=0.00 homo_lumo_gap_ev=2.05
Be 16.911 6.608 12.414
Be 17.551 9.184 18.025
N 14.431 12.297 13.410
H 14.414 11.537 12.728
H 14.928 11.981 14.247
H 13.468 12.468 13.727
H 14.814 13.157 13.013
Cl 17.501 9.794 14.318
O 18.161 8.701 13.613
O 17.608 11.072 13.692
O 16.110 9.457 14.475
O 18.075 9.837 15.672
C 23.248 8.807 10.967
C 23.725 9.525 12.264
C 24.771 10.589 11.932
C 24.196 11.898 11.411
C 23.071 12.399 12.288
C 22.052 11.367 12.740
N 22.716 10.100 13.074
O 21.913 9.240 13.698
C 21.219 11.883 13.943
C 21.071 11.033 11.510
C 24.444 8.420 13.147
H 22.497 8.042 11.172
H 22.812 9.517 10.262
H 24.094 8.372 10.439
H 25.296 10.943 12.835
H 25.586 10.154 11.356
H 24.908 12.706 11.227
H 23.857 11.717 10.372
H 22.580 13.226 11.765
H 23.462 12.845 13.214
H 21.043 12.952 13.843
H 21.767 11.679 14.861
H 20.245 11.385 13.935
H 21.545 11.346 10.584
H 20.227 11.714 11.641
H 20.648 10.032 11.551
H 24.985 8.861 13.983
H 23.748 7.694 13.561
H 25.152 7.894 12.511
H 21.293 8.874 13.030

Record 7
47
Properties=species:S:1:pos:R:3 method="wB97M-V/def2-TZVPD" max_force_ev_per_a=3.047 multiplicity=1 e_homo_ev=-0.50 lumo_energy_ev=3.9 charge=-2 e_above_lowest_kj_mol=0.00 homo_lumo_gap_ev=4.37
Ca 1.155 0.033 -0.281
S 3.910 0.773 -0.713
O 4.776 1.779 -0.073
O 3.331 -0.063 0.398
O 2.660 1.321 -1.334
O 4.671 -0.047 -1.640
S 1.569 -3.123 -2.061
O 1.196 -1.837 -1.377
O 0.999 -4.222 -1.233
O 0.878 -3.157 -3.385
O 3.017 -3.201 -2.215
C 1.369 -0.167 3.168
O 1.030 0.582 2.017
C 0.698 1.942 2.228
C -0.263 2.548 1.194
N 0.203 2.141 -0.131
C -0.775 2.387 -1.189
C -0.476 1.695 -2.520
O -0.159 0.310 -2.267
C -1.065 -0.551 -2.922
H 2.095 0.387 3.759
H 1.801 -1.085 2.767
H 0.469 -0.510 3.692
H 1.628 2.531 2.244
H 0.340 2.075 3.260
H -0.216 3.643 1.265
H -1.253 2.207 1.511
H 1.032 2.724 -0.243
H -0.847 3.477 -1.353
H -1.773 2.101 -0.848
H 0.366 2.110 -3.077
H -1.373 1.778 -3.136
H -1.889 -0.820 -2.232
H -0.622 -1.523 -3.164
H -1.583 -0.143 -3.792
C -3.183 -0.773 0.576
C -1.892 -1.138 1.289
C -1.951 -2.500 1.970
O -0.816 -1.142 0.332
H -3.617 -1.601 0.023
H -3.007 0.083 -0.084
H -3.891 -0.303 1.271
H -1.572 -0.459 2.082
H -2.679 -3.213 1.579
H -2.208 -2.362 3.029
H -0.970 -2.974 2.009
H -1.114 -1.712 -0.393

Record 8
55
Properties=species:S:1:pos:R:3 method="wB97M-V/def2-TZVPD" max_force_ev_per_a=3.240 multiplicity=1 e_homo_ev=-10.85 smiles="C[N+](=O)[O-].C[N+](=O)[O-].C[N+](=O)[O-].C[N+](=O)[O-].C[N+](=O)[O-].ClCCl.ClCCl.ClCCl.ClCCl" lumo_energy_ev=-0.2 charge=0 e_above_lowest_kj_mol=204.64 homo_lumo_gap_ev=10.68
C 7.641 -2.502 -3.608
N 6.500 -1.597 -3.578
O 5.951 -1.281 -2.527
O 6.276 -1.034 -4.646
H 7.177 -3.488 -3.564
H 8.165 -2.246 -2.687
H 8.260 -2.385 -4.497
C -7.258 -0.075 1.377
N -8.028 0.780 2.311
O -8.339 1.906 1.964
O -8.192 0.358 3.483
H -6.928 -1.025 1.797
H -6.454 0.560 1.006
H -7.942 -0.445 0.613
C 1.355 -6.538 5.610
N 1.493 -5.762 6.902
O 2.090 -6.292 7.810
O 0.998 -4.647 6.991
H 2.312 -6.903 5.236
H 0.772 -6.078 4.812
H 0.715 -7.382 5.865
C -6.295 -4.800 -5.016
N -5.929 -3.324 -4.942
O -6.423 -2.534 -5.751
O -5.106 -2.902 -4.083
H -6.420 -5.005 -3.953
H -5.408 -5.323 -5.375
H -7.247 -4.950 -5.526
C -1.247 7.856 -1.807
N -0.094 8.514 -2.521
O 0.523 9.359 -1.925
O 0.279 7.950 -3.583
H -0.848 6.927 -1.401
H -2.016 7.692 -2.562
H -1.607 8.496 -1.001
C 0.012 3.371 -7.771
Cl -0.659 3.029 -6.127
Cl -0.254 2.010 -8.882
H -0.405 4.275 -8.216
H 1.095 3.345 -7.654
C -0.135 0.230 0.523
Cl -0.681 -1.076 1.609
Cl 0.059 1.818 1.283
H 0.886 0.062 0.180
H -0.830 0.429 -0.293
C 1.823 3.610 7.254
Cl 1.293 5.206 7.929
Cl 3.268 2.935 7.989
H 0.985 2.921 7.346
H 2.077 3.612 6.194
C 6.424 -1.363 3.542
Cl 5.915 -2.953 2.842
Cl 8.157 -1.375 3.395
H 5.993 -0.508 3.021
H 6.249 -1.459 4.614

Record 9
38
Properties=species:S:1:pos:R:3 method="wB97M-V/def2-TZVPD" max_force_ev_per_a=6.931 multiplicity=3 e_homo_ev="-19.75 / -19.99" lumo_energy_ev="-13.8 / -13.4" charge=+3 e_above_lowest_kj_mol=0.00 homo_lumo_gap_ev="5.90 / 6.61"
C 2.462 3.928 -0.786
I 0.556 2.711 -0.389
H 1.938 4.616 -1.479
H 3.303 3.402 -1.247
H 2.686 4.409 0.173
Mo 0.689 0.200 0.117
P 0.783 -0.496 -2.081
C 2.494 -1.089 -2.335
C -0.207 -1.848 -2.802
H 0.170 -1.983 -3.822
H 0.952 0.375 -4.347
H -1.267 -1.566 -2.838
H -0.465 1.050 -3.469
H 2.676 -1.998 -1.746
H -0.106 -2.781 -2.239
C 0.597 0.777 -3.383
H 2.641 -1.303 -3.404
H 1.172 1.670 -3.111
H 3.189 -0.305 -2.012
P -0.910 0.800 1.824
C 0.033 0.814 3.408
C -1.663 2.486 1.815
H -3.169 -0.126 1.472
H -2.818 0.357 3.158
H -2.230 -1.204 2.526
C -2.414 -0.152 2.273
H -2.423 2.577 1.020
H -2.130 2.670 2.793
H -0.632 1.190 4.206
H 0.924 1.455 3.346
H -0.893 3.256 1.628
H 0.369 -0.203 3.671
C 2.324 -0.324 1.137
O 3.176 -0.659 1.849
Cl 1.050 -3.014 0.187
C -0.153 -1.674 0.573
H -1.004 -1.792 -0.119
H -0.371 -1.800 1.653

Record 10
39
Properties=species:S:1:pos:R:3 method="wB97M-V/def2-TZVPD" max_force_ev_per_a=2.791 multiplicity=7 e_homo_ev="-14.27 / -14.27" lumo_energy_ev="-6.9 / -10.1" charge=+2 homo_lumo_gap_ev="7.36 / 4.21"
Dy -0.104 0.009 1.121
P -2.357 -1.231 1.929
P -0.468 2.676 1.368
N 0.420 -1.952 0.216
N 1.686 0.576 0.033
H 2.221 -2.786 -0.474
H 3.436 -0.474 -0.532
H 2.406 -1.954 1.122
C 1.893 -1.914 0.130
H 2.036 -0.682 -1.672
C 2.335 -0.584 -0.602
H 0.082 -4.001 0.646
H 2.889 2.213 -0.586
C -0.294 -2.964 0.783
C 1.960 1.883 -0.074
C -1.567 -2.772 1.427
C 1.102 2.899 0.506
H -2.151 -3.645 1.693
H 1.420 3.935 0.456
H -1.713 3.102 0.719
H -0.456 2.894 2.828
H -3.446 -0.780 1.060
H -2.532 -0.972 3.368
H 0.264 1.027 -2.012
C -0.767 0.659 -2.140
C -1.716 1.837 -2.169
C -0.847 -0.262 -3.332
O -1.108 -0.149 -0.932
H -1.541 2.433 -3.071
H -2.749 1.478 -2.179
H -1.585 2.495 -1.302
H -0.149 -1.109 -3.217
H -1.869 -0.656 -3.410
H -0.591 0.274 -4.252
H -0.598 -1.001 -0.932
N 1.009 -0.126 3.185
H 1.927 0.330 3.029
H 1.084 -1.106 3.410
H 0.440 0.399 3.858

Record 11
36
Properties=species:S:1:pos:R:3 method="wB97M-V/def2-TZVPD" max_force_ev_per_a=4.221 multiplicity=1 e_homo_ev="-11.17 / -11.96" lumo_energy_ev="-5.5 / -2.8" charge=+1 e_above_lowest_kj_mol=501.95 homo_lumo_gap_ev="5.71 / 9.14"
C 1.827 0.707 0.048
C -2.558 1.854 0.377
C -1.656 0.273 -1.484
C -3.449 -0.472 0.118
C 4.009 1.861 -0.411
C -1.253 -0.007 2.288
C 1.100 -2.498 1.005
C 1.957 -2.011 -1.307
C -2.118 0.445 0.055
N 3.061 0.682 -0.509
N 1.213 -0.381 0.314
N -1.347 -0.300 0.972
N 1.627 -1.585 0.015
H 1.447 1.676 0.408
H -2.892 1.862 1.479
H -1.650 2.438 0.299
H -3.327 2.205 -0.247
H -1.388 -0.800 -1.769
H -0.795 0.842 -1.608
H -2.502 0.626 -2.054
H -4.144 0.011 0.817
H -3.833 -0.623 -0.907
H -3.063 -1.400 0.423
H 3.318 2.770 -0.635
H 4.881 1.677 -1.088
H 4.343 1.966 0.553
H -2.229 0.374 2.740
H -1.048 -0.805 2.987
H -0.539 0.838 2.453
H 0.051 -2.399 1.140
H 1.394 -3.498 0.960
H 1.610 -2.142 1.969
H 1.283 -1.535 -1.974
H 2.939 -1.654 -1.513
H 1.907 -3.082 -1.360
H 3.429 -0.204 -0.821